ORCA calculation (ωB97M-V/def2-TZVPD) on a molecular structure, C30H25N3O3PdS4.

Structure (XYZ):
```
66
Properties=species:S:1:pos:R:3:forces:R:3:mulliken_charge:R:1
Pd 0.4512 -1.2780 -0.4466 -0.2630 -0.5677 0.0892 0.5281
C 3.4837 5.0358 0.2376 0.0926 0.0353 -0.0385 -1.7357
C 3.5603 3.5737 -0.0699 -0.0434 -0.0440 -0.0268 0.8361
C 3.1296 3.0676 -1.2898 0.1486 -0.0649 0.0614 -0.3881
C 3.1542 1.7052 -1.5351 0.1832 -0.1115 -0.1164 -0.4733
C 3.6002 0.8399 -0.5556 -0.0226 -0.4568 -0.2920 0.3700
C 4.0828 1.3318 0.6436 0.1223 -0.0416 0.1196 -0.5272
C 4.0725 2.6941 0.8790 -0.0577 -0.1186 -0.0602 -0.9055
S 3.3620 -0.9322 -0.7520 0.4300 0.5489 -0.0734 1.2241
O 2.6233 -1.1361 -1.9825 0.2093 0.1433 0.1468 -0.7058
O 4.6114 -1.6213 -0.5782 -0.3106 0.2224 0.3395 -0.7105
N 2.2816 -1.2172 0.3992 -0.4179 0.3336 -1.9812 -0.2954
C 2.3348 -1.5199 1.7053 -0.1431 -0.1911 1.6445 0.6738
C 3.4941 -1.6237 2.4930 -0.1519 -0.0349 -0.2934 -0.6205
C 3.3414 -1.8476 3.8445 -0.2846 0.0058 -0.0141 -0.5262
C 2.0612 -1.9843 4.3780 0.0555 -0.0767 0.0292 -0.7779
C 0.9801 -1.9236 3.5169 0.1482 0.0114 0.2665 -0.2657
N 1.0975 -1.6883 2.2210 0.5111 0.0945 -0.4792 0.0240
H 2.7851 5.5416 -0.4217 -0.0756 0.0859 -0.0700 0.3652
H 4.4619 5.4959 0.1139 0.0913 0.1377 -0.0073 0.3830
H 3.1727 5.1953 1.2671 -0.0395 0.0620 0.0880 0.3780
H 2.7637 3.7392 -2.0518 -0.0782 0.1034 -0.0762 0.4098
H 2.8185 1.2906 -2.4709 -0.1389 0.0045 -0.1477 0.5065
H 4.4477 0.6477 1.3921 0.0755 -0.0292 0.1598 0.3183
H 4.4503 3.0838 1.8138 -0.0071 -0.0016 0.1137 0.4421
H 4.4592 -1.5517 2.0148 0.1059 0.0035 0.0633 0.4994
H 4.2079 -1.9160 4.4870 0.0665 -0.0177 0.0036 0.4232
H 1.9019 -2.1596 5.4293 0.0262 -0.0316 0.1092 0.3967
H -0.0304 -2.0668 3.8776 -0.0906 -0.0019 0.0524 0.4255
C -0.5177 3.6962 -0.6494 0.0088 -0.3111 0.0688 -0.3134
C -0.0168 3.0906 0.4953 0.0787 0.0870 -0.1914 -1.2681
C 0.4395 1.7882 0.4136 0.1250 -0.0770 0.0915 -0.3600
N 0.4090 1.0832 -0.7179 -0.5436 -0.7988 0.2394 1.2070
C -0.0607 1.6675 -1.8184 0.0299 -0.1059 -0.1269 -0.6507
C -0.5309 2.9699 -1.8309 0.1427 0.0699 0.0657 -0.9348
H -0.9007 4.7052 -0.6118 0.0174 0.0897 -0.0390 0.4975
H 0.0406 3.6241 1.4304 -0.0256 0.0141 0.1163 0.5186
H 0.8736 1.2841 1.2689 -0.0902 -0.0074 0.0756 0.4291
H -0.0317 1.0621 -2.7153 -0.1249 0.0435 -0.0059 0.5857
H -0.8846 3.4063 -2.7524 -0.0781 -0.0287 -0.0487 0.5062
O -1.1304 -2.2532 -1.1570 1.1384 0.6321 0.1284 -1.2075
C -2.4548 -2.0585 -0.8615 -0.7657 0.4004 -0.0202 3.8220
C -2.9460 -0.8239 -1.6013 -0.2041 0.1727 0.0898 -0.3179
C -2.5237 -0.3832 -2.8172 -0.0427 -0.2376 0.1577 -0.5833
C -3.1613 0.8135 -3.2197 -0.0759 0.0982 -0.1122 -0.7826
C -4.0567 1.2576 -2.3023 -0.1802 -0.1005 0.4219 -0.5910
S -4.1324 0.2342 -0.9229 0.2850 0.0669 -0.5335 -0.0783
C -3.2131 -3.2856 -1.3251 0.4104 -0.1151 -0.0620 -1.0018
C -4.2913 -3.4024 -2.1455 0.1389 0.1570 0.1758 -0.1743
C -4.6570 -4.7506 -2.3678 -0.0086 -0.2499 0.0063 -0.6460
C -3.8442 -5.6234 -1.7185 0.1992 0.0715 0.2238 -0.5998
S -2.6128 -4.8259 -0.8219 -0.4454 0.0989 -0.3817 -0.0671
C -2.7458 -1.8204 0.6110 -0.0340 -0.1135 0.2684 -0.8003
C -2.0252 -1.0573 1.4792 0.2051 -0.0978 -0.3633 0.1023
C -2.6576 -0.9103 2.7345 0.0923 0.0704 0.1480 -0.9998
C -3.8488 -1.5559 2.8014 -0.2421 -0.1612 -0.3391 -0.5944
S -4.2234 -2.3628 1.3282 0.4692 0.2416 0.2537 -0.0114
H -1.7909 -0.9183 -3.3961 0.1394 -0.0874 -0.0717 0.6441
H -2.9609 1.3085 -4.1541 -0.0109 0.1253 -0.1575 0.4669
H -4.6911 2.1217 -2.3286 -0.0711 0.2274 -0.1497 0.4743
H -4.8136 -2.5638 -2.5750 0.0185 0.1595 -0.0299 0.5246
H -5.4805 -5.0452 -2.9945 -0.1244 -0.1081 -0.0615 0.4014
H -3.8903 -6.6941 -1.7061 -0.0561 -0.2382 -0.0613 0.4605
H -1.0538 -0.6223 1.2303 -0.4493 -0.0542 0.1892 0.0709
H -2.2356 -0.3338 3.5382 0.0230 0.0763 0.2313 0.5288
H -4.5396 -1.5974 3.6207 -0.0899 -0.0123 0.1939 0.4706
```
Forces are in eV/Å.

**Largest force on an atom**: 2.1 eV/Å
**Kohn-Sham gap (spin up / spin down)**: 6.900 / 6.896 eV
**Energy above the lowest of the compared OMol25 structures with the same formula, charge and spin**: 1.423 eV
**Energy**: -3268.74324 a.u.
**Highest occupied orbital energy (spin up / spin down)**: -8.3 / -8.3 eV



ORCA calculation (ωB97M-V/def2-TZVPD) on a molecular structure, C30H25N9O11P2SSr.

Structure (XYZ):
```
79
Properties=species:S:1:pos:R:3:forces:R:3:mulliken_charge:R:1
Sr 0.3943 0.5130 -0.3622 -0.5037 0.1199 2.5413 1.8324
O -2.3236 -2.7866 1.6055 0.0550 0.3853 -0.2049 -0.4340
C -3.5249 -2.3662 2.0483 -0.0021 0.0956 -0.0210 0.1203
C -4.5390 -3.3115 2.2268 0.0678 0.0365 -0.0138 -0.6646
C -5.7954 -2.9207 2.6560 -0.0453 -0.0666 0.0050 -0.2911
C -6.0639 -1.5821 2.9143 0.0457 0.0387 -0.0108 -0.7593
C -5.0521 -0.6471 2.7471 -0.0094 0.0233 0.0477 -0.3454
C -3.7767 -1.0072 2.3284 0.0505 0.0407 0.0274 0.1642
C -2.6753 0.0272 2.2005 0.1578 -0.5307 0.0325 0.7326
O -1.6046 -0.3784 1.5903 -0.1656 0.1026 -0.4405 -0.1244
N -2.9349 1.1699 2.7555 0.5314 0.7479 -0.0938 -0.5781
N -1.9687 2.2182 2.5889 -0.5652 -0.9486 0.1010 -0.6671
C -0.7558 1.9104 2.8219 0.1239 0.4055 -0.1096 -0.4372
C 0.3102 2.9249 2.7083 -0.0411 -0.0214 0.0493 0.6845
C 0.1441 4.2231 3.1625 0.0324 -0.0116 0.0448 -0.4780
C 1.1710 5.1581 3.0774 -0.0386 -0.0233 0.0117 -0.5848
C 2.3842 4.7619 2.5206 0.0804 0.0211 -0.0392 -0.5284
C 2.5665 3.4773 2.0365 -0.0532 0.0579 0.0099 -0.4214
C 1.5220 2.5238 2.0824 0.1435 -0.2381 -0.1533 -0.0077
O 1.6365 1.3473 1.5420 0.1897 0.0485 0.4890 -0.6450
H -1.8289 -1.9022 1.4034 -0.1855 -0.0980 0.4687 0.2177
H -4.3129 -4.3479 2.0056 -0.0021 -0.0047 0.0008 0.3908
H -6.5734 -3.6671 2.7797 0.0058 -0.0005 0.0022 0.3481
H -7.0477 -1.2679 3.2423 -0.0076 -0.0160 -0.0046 0.3600
H -5.2131 0.4041 2.9505 -0.0172 -0.0156 -0.0048 0.4393
H -0.4431 0.8998 3.0714 -0.0381 -0.0059 0.0615 0.3285
H -0.8169 4.4861 3.5906 0.0058 0.0280 0.0037 0.3957
H 1.0279 6.1700 3.4378 0.0107 0.0054 -0.0041 0.3436
H 3.2029 5.4741 2.4509 -0.0103 0.0085 0.0060 0.3432
H 3.4971 3.1779 1.5655 0.0111 0.0064 0.0111 0.3832
S 0.1308 -7.6656 0.1430 0.0082 -0.1863 0.0148 0.0213
N 0.9243 -6.5997 1.0676 0.0166 0.0620 0.0145 -0.7550
C 0.5826 -5.4000 0.6351 0.0743 0.1432 0.0912 0.9788
C 1.0646 -4.1370 1.1662 -0.0064 -0.1527 -0.0307 0.6422
C 1.9605 -4.0646 2.2318 0.0048 0.0570 0.0204 -0.8240
C 2.3800 -2.8288 2.6657 -0.0151 0.0947 -0.0217 -1.0967
C 1.9034 -1.6922 2.0072 -0.0401 0.0120 -0.0207 -0.6915
N 1.0553 -1.7608 0.9956 -0.1086 -0.0424 -0.1657 0.8921
C 0.6174 -2.9503 0.5760 -0.1194 0.0114 -0.2423 -0.7764
C -0.3843 -2.9743 -0.5322 0.2510 -0.1154 0.1847 -0.5081
N -0.8648 -1.8059 -0.9692 0.0523 -0.3107 -0.0528 1.0950
C -1.8015 -1.8228 -1.9014 -0.0287 0.0874 -0.0843 -1.0240
C -2.2752 -2.9902 -2.4986 -0.0028 -0.0328 0.0853 -1.1754
C -1.7807 -4.1956 -2.0641 -0.0443 0.1294 -0.0220 -0.9456
C -0.8330 -4.1941 -1.0434 0.0271 -0.1626 0.0358 0.6351
C -0.3318 -5.4251 -0.4585 -0.0528 0.0967 -0.0720 1.1107
N -0.6647 -6.6481 -0.8298 -0.0369 0.0668 -0.0454 -0.7349
H 2.3040 -4.9778 2.7008 -0.0111 -0.0185 -0.0212 0.4981
H 3.0659 -2.7205 3.4950 0.0031 -0.0245 0.0010 0.4678
H 2.1915 -0.6804 2.2824 0.0258 -0.0203 0.0353 0.5006
H -2.1932 -0.8559 -2.1945 0.0667 0.0343 -0.0193 0.7173
H -3.0189 -2.9243 -3.2802 -0.0015 -0.0180 0.0022 0.4548
H -2.1183 -5.1366 -2.4781 0.0093 -0.0095 0.0071 0.4966
O -1.9842 1.2983 -4.2420 -0.1428 -0.0171 -0.2246 -0.5756
P -0.6404 1.4442 -3.3552 0.6790 -0.3228 0.0274 0.6286
O 0.1805 2.5547 -3.9018 -0.1267 0.0723 0.0524 -0.7572
O -1.0530 1.3534 -1.9171 -0.5645 0.3668 -1.2019 -0.6598
O 0.0949 0.0098 -3.7116 -0.0283 -0.1609 -0.0380 -0.1137
P 1.3979 -0.8820 -3.2967 -0.5233 0.5171 0.2447 0.6626
O 2.5620 -0.2129 -4.2113 0.2060 0.1060 -0.2060 -0.5585
O 1.1441 -2.2810 -3.6884 0.0008 -0.0352 -0.0873 -0.7840
O 1.7969 -0.5328 -1.8792 0.6306 -0.3679 -1.0587 -0.6663
H -1.9066 1.9109 -4.9834 0.0495 -0.1168 0.0978 0.2776
H 2.3745 -0.3486 -5.1478 -0.0478 -0.0415 0.1586 0.2867
C 4.2575 4.4196 -3.0185 0.1021 0.0745 -0.0729 -1.1246
N 3.0038 3.9445 -2.5139 -0.2624 -0.0414 0.1209 0.1871
C 1.9466 4.8250 -2.0640 0.0195 0.0286 -0.0439 -0.5126
C 1.0894 3.8795 -1.2197 0.0671 -0.4032 0.2469 -0.1576
O 0.0575 4.1799 -0.6831 0.0375 0.0197 -0.0613 -0.6344
N 1.7279 2.6314 -1.1650 -0.1848 0.8335 -0.2958 1.2819
C 2.8020 2.7473 -1.8949 0.3632 -0.3663 -0.0800 -0.4408
N 3.7110 1.7428 -2.0200 -0.1009 0.0800 -0.1003 -0.5026
H 4.0725 5.2852 -3.6556 -0.0075 -0.0012 0.0199 0.3774
H 4.7451 3.6702 -3.6432 -0.0196 -0.0314 0.0398 0.3037
H 4.9571 4.7161 -2.2257 -0.0250 -0.0126 0.0092 0.3208
H 1.3557 5.2254 -2.8882 0.0167 -0.0062 -0.0062 0.2879
H 2.3234 5.6335 -1.4291 -0.0076 0.0079 -0.0241 0.3544
H 3.2951 0.8394 -1.7912 -0.0353 -0.0197 -0.0312 0.1583
H 4.1690 1.7145 -2.9183 0.0070 -0.0541 0.0075 0.2643
```
Forces are in eV/Å.

**Largest force on an atom**: 2.6 eV/Å
**Kohn-Sham gap**: 5.442 eV
**Energy above the lowest of the compared OMol25 structures with the same formula, charge and spin**: 2.219 eV
**Energy**: -3590.92328 a.u.
**Charge**: -2
**Highest occupied orbital energy**: -1.8 eV